(1)
{"formula": "C18H54F2KNO28P6S2", "method": "ωB97M-V/def2-TZVPD", "species": ["K", "S", "S", "P", "P", "P", "P", "P", "P", "F", "F", "O", "O", "O", "O", "O", "O", "O", "O", "O", "O", "O", "O", "O", "O", "O", "O", "O", "O", "O", "O", "O", "O", "O", "O", "O", "O", "O", "O", "N", "C", "C", "C", "C", "C", "C", "C", "C", "C", "C", "C", "C", "C", "C", "C", "C", "C", "C", "H", "H", "H", "H", "H", "H", "H", "H", "H", "H", "H", "H", "H", "H", "H", "H", "H", "H", "H", "H", "H", "H", "H", "H", "H", "H", "H", "H", "H", "H", "H", "H", "H", "H", "H", "H", "H", "H", "H", "H", "H", "H", "H", "H", "H", "H", "H", "H", "H", "H", "H", "H", "H", "H"], "positions_angstrom": [[-21.688, 4.886, -9.579], [-22.096, 1.996, -14.253], [-24.298, 2.198, -13.257], [-26.155, 9.404, -19.393], [-26.093, -5.139, -20.328], [-16.669, 2.462, -21.157], [-14.263, 0.998, -12.066], [-33.999, -0.887, -11.877], [-25.129, -4.497, -9.167], [-24.543, 1.731, -11.719], [-20.863, 3.042, -14.161], [-27.432, -4.881, -21.067], [-26.754, -4.417, -9.208], [-15.605, 0.935, -11.475], [-34.445, 0.303, -10.811], [-22.570, 2.407, -15.553], [-24.822, -5.452, -7.893], [-34.093, -0.031, -13.280], [-25.310, -5.923, -21.461], [-26.136, -5.899, -19.063], [-17.991, 3.187, -21.819], [-24.784, -5.421, -10.443], [-21.402, 0.688, -14.226], [-15.906, 3.436, -20.304], [-13.897, 2.411, -12.838], [-25.161, 3.374, -13.462], [-25.059, 9.481, -20.579], [-24.530, -3.127, -9.214], [-25.798, 7.957, -18.694], [-17.219, 1.115, -20.464], [-25.759, 10.564, -18.302], [-34.934, -2.082, -11.809], [-32.433, -1.194, -11.605], [-13.844, -0.165, -13.129], [-13.139, 0.916, -10.929], [-24.667, 1.001, -14.009], [-25.290, -3.709, -20.298], [-27.541, 9.526, -20.004], [-15.827, 1.915, -22.440], [-22.693, 2.474, -12.942], [-31.318, -0.340, -12.030], [-18.149, 0.226, -21.063], [-26.788, 6.972, -18.445], [-25.084, 8.650, -21.779], [-28.599, -4.631, -20.373], [-13.305, 1.476, -9.585], [-14.809, -0.572, -14.110], [-25.287, -2.931, -19.120], [-19.039, 3.725, -20.886], [-25.103, -4.746, -11.680], [-14.106, 3.597, -12.109], [-25.366, -6.790, -7.915], [-26.358, 10.689, -17.014], [-27.531, -3.807, -8.129], [-25.962, -6.975, -22.152], [-15.073, 2.788, -23.233], [-35.317, 0.093, -13.949], [-34.512, 0.104, -9.397], [-24.736, -7.418, -7.285], [-27.088, 9.922, -16.754], [-36.188, -0.235, -13.382], [-25.345, 9.214, -22.674], [-30.679, -1.122, -12.440], [-24.181, 8.192, -22.182], [-19.110, 0.722, -20.929], [-28.552, -3.836, -19.629], [-33.737, 0.681, -8.893], [-24.225, -4.252, -12.096], [-35.472, 1.138, -14.214], [-14.095, 3.031, -22.818], [-15.165, 3.846, -12.176], [-26.504, 6.082, -17.883], [-26.809, 11.680, -16.958], [-25.366, -7.201, -8.925], [-35.423, -0.410, -14.910], [-25.224, -7.643, -22.595], [-27.596, 7.508, -17.947], [-28.465, -3.423, -8.539], [-35.435, 0.439, -8.923], [-15.794, -0.116, -14.012], [-27.056, -2.961, -7.633], [-15.081, -1.627, -14.094], [-34.501, -0.934, -9.065], [-13.502, 4.331, -12.641], [-25.839, -3.950, -11.794], [-30.929, 0.275, -11.219], [-28.959, -5.529, -19.871], [-12.312, 1.613, -9.156], [-24.885, -3.372, -18.207], [-26.289, -2.559, -18.907], [-25.563, 10.680, -16.268], [-26.712, -6.624, -22.861], [-29.425, -4.212, -20.948], [-27.102, 6.720, -19.458], [-18.577, 3.951, -19.925], [-19.280, 4.710, -21.288], [-13.793, 0.692, -9.005], [-15.488, 3.776, -23.438], [-19.974, 3.169, -20.820], [-31.659, 0.378, -12.777], [-27.631, -4.457, -7.260], [-13.961, 2.343, -9.509], [-14.489, -0.343, -15.127], [-18.192, -0.721, -20.526], [-14.921, 2.338, -24.214], [-13.799, 3.629, -11.064], [-26.287, -6.894, -7.343], [-24.559, -2.146, -19.324], [-25.425, -5.547, -12.345], [-25.867, 7.904, -21.642], [-26.499, -7.523, -21.378], [-17.876, 0.073, -22.107]], "forces_ev_per_a": [[-0.10, -0.31, -0.39], [7.31, -2.31, -4.95], [-3.22, -0.38, 1.41], [-1.85, -0.62, -1.52], [2.86, -0.34, 0.83], [0.09, 1.55, 0.21], [0.65, 0.43, -0.11], [-2.12, -0.50, 0.49], [-0.40, 1.47, 0.16], [-0.49, 0.57, -0.48], [0.68, -0.05, 0.41], [-0.62, 0.55, -1.19], [0.13, 0.00, 0.72], [-0.04, 0.15, -0.52], [0.45, -0.94, -0.87], [-1.37, -0.35, 1.16], [-0.16, 0.57, -1.12], [1.35, -1.34, 1.82], [0.64, 1.23, -0.42], [-0.51, 0.99, -0.43], [-0.26, -0.96, 1.12], [-1.09, 1.52, 1.11], [-1.96, 2.43, 0.54], [-1.24, -2.14, -1.06], [-0.09, -2.70, 0.57], [2.27, -1.83, 0.71], [0.88, 0.33, 0.79], [-0.47, -2.31, 0.67], [1.21, 1.93, 0.12], [1.68, 1.27, 0.14], [0.27, -1.75, -2.12], [2.49, 2.43, -0.11], [-1.82, 0.85, -0.32], [-0.43, 1.37, 1.18], [0.27, 0.40, -0.25], [1.20, 1.91, 0.98], [-0.91, -2.45, -0.35], [2.47, -0.48, 1.94], [-1.65, 0.03, 1.44], [-4.34, 0.27, 0.53], [-1.02, -0.43, -0.38], [-0.56, 0.52, -0.23], [-1.48, 0.89, -1.11], [-1.54, 0.05, -0.24], [-2.22, 0.56, 1.58], [-0.51, -1.53, -0.23], [-1.21, -0.01, -0.83], [0.52, 0.90, 0.58], [1.46, 0.98, -0.71], [0.65, -0.46, -1.91], [-0.28, 1.07, -0.54], [0.61, -0.56, 0.79], [0.14, 0.33, 0.39], [0.89, 0.32, 0.16], [-0.65, -0.63, 0.89], [1.07, 1.08, -1.02], [-1.80, 0.69, -0.70], [-0.07, -0.28, 0.77], [0.68, 0.18, -0.30], [0.00, -0.04, -0.32], [0.24, -0.03, 0.39], [-0.60, 0.73, 0.48], [0.64, 0.83, 0.06], [0.69, -0.04, 1.56], [-0.27, -0.35, -0.54], [0.83, -0.09, 0.40], [0.31, -0.20, -0.24], [0.37, -0.43, 0.21], [0.15, 0.18, 0.34], [0.04, -0.46, 0.35], [0.01, 0.24, 0.13], [0.75, 0.48, -0.02], [-0.23, -0.15, -0.14], [-0.39, 0.09, 0.18], [0.86, -0.56, 0.09], [0.00, 0.35, -0.07], [-0.36, -0.60, 0.11], [0.04, -0.56, -0.02], [-0.40, 0.47, -0.85], [0.17, 0.55, 0.44], [0.59, 0.36, -0.71], [0.81, -0.21, 0.55], [0.55, -0.23, -0.48], [-0.23, 0.23, 0.12], [-0.51, -0.21, 1.39], [0.12, -0.63, 0.27], [0.06, -0.02, 0.00], [-0.09, 0.32, -0.37], [-0.21, -0.86, -0.23], [0.13, 0.29, -0.01], [0.07, -0.22, -0.08], [0.34, 0.19, -0.20], [0.38, -0.52, -1.04], [-0.60, -0.69, 0.32], [-0.13, -0.49, 0.13], [-0.05, -0.12, -0.22], [-0.02, 0.02, 0.12], [-0.75, -0.11, 0.31], [0.52, -0.58, -0.14], [0.07, -0.32, -0.29], [-0.50, -0.70, -0.50], [0.35, 0.06, -0.37], [0.50, 0.14, 0.24], [0.42, 0.18, 0.07], [-0.06, -0.28, 0.16], [0.14, -0.51, -0.09], [-0.58, 0.64, -0.71], [-0.49, 0.39, -0.09], [0.15, 0.10, -0.08], [0.20, -0.16, -0.15], [-0.14, -0.52, -0.21], [-0.31, -0.12, 0.00]], "mulliken_charge": [0.986, 1.025, 1.046, 0.917, 0.985, 1.006, 0.971, 0.962, 1.027, -0.278, -0.323, -0.193, -0.232, -0.625, -0.278, -0.547, -0.329, -0.306, -0.370, -0.653, -0.320, -0.306, -0.600, -0.681, -0.254, -0.580, -0.366, -0.680, -0.232, -0.258, -0.343, -0.670, -0.252, -0.339, -0.309, -0.511, -0.297, -0.645, -0.288, -0.218, -0.520, -0.501, -0.508, -0.539, -0.684, -0.576, -0.727, -0.633, -0.731, -0.727, -0.607, -0.608, -0.556, -0.696, -0.624, -0.693, -0.727, -0.715, 0.260, 0.265, 0.309, 0.263, 0.227, 0.290, 0.203, 0.256, 0.263, 0.292, 0.292, 0.281, 0.257, 0.263, 0.259, 0.309, 0.275, 0.245, 0.248, 0.255, 0.282, 0.327, 0.322, 0.278, 0.322, 0.274, 0.324, 0.237, 0.301, 0.238, 0.306, 0.247, 0.251, 0.252, 0.281, 0.232, 0.353, 0.269, 0.249, 0.303, 0.273, 0.298, 0.259, 0.295, 0.304, 0.231, 0.272, 0.246, 0.241, 0.248, 0.287, 0.203, 0.332, 0.280], "gap_ev": 6.84, "largest_force_ha_per_bohr": 0.1774, "e_homo_ev": -9.1}

---

(2)
{"formula": "C18H54O13", "method": "ωB97M-V/def2-TZVPD", "species": ["O", "O", "O", "O", "O", "O", "O", "O", "O", "O", "O", "O", "O", "C", "C", "C", "C", "C", "C", "C", "C", "C", "C", "C", "C", "C", "C", "C", "C", "C", "C", "H", "H", "H", "H", "H", "H", "H", "H", "H", "H", "H", "H", "H", "H", "H", "H", "H", "H", "H", "H", "H", "H", "H", "H", "H", "H", "H", "H", "H", "H", "H", "H", "H", "H", "H", "H", "H", "H", "H", "H", "H", "H", "H", "H", "H", "H", "H", "H", "H", "H", "H", "H", "H", "H"], "positions_angstrom": [[-2.854, -5.213, -1.126], [-0.251, 1.959, -1.531], [1.665, 3.172, -3.407], [-1.702, -5.221, 1.301], [0.538, -1.164, 2.429], [-3.869, -0.970, 1.088], [-1.246, -0.908, 0.348], [2.715, 3.262, -0.666], [2.418, -1.289, -3.936], [-4.213, 1.514, 1.947], [2.423, 1.487, -5.369], [2.959, 4.150, 2.051], [3.507, -1.456, -1.167], [1.171, 2.142, -5.529], [-2.438, 1.085, 3.396], [-1.324, 0.066, -0.661], [1.630, -1.141, -2.737], [1.590, -2.000, 2.151], [2.194, -1.907, -1.469], [-5.063, -1.655, 1.544], [2.367, 3.445, 3.116], [1.289, 2.502, 2.690], [-5.080, -1.868, 3.033], [-2.347, -4.034, 0.858], [4.550, 1.698, -0.319], [-3.094, 2.208, 2.546], [-2.337, -3.953, -0.633], [1.185, -3.368, 1.618], [3.924, 2.729, -1.315], [-0.170, 1.028, -0.502], [1.242, 3.440, -4.727], [2.074, -3.984, 1.368], [1.662, 1.981, 1.794], [1.051, 2.354, -6.593], [-4.166, -2.370, 3.270], [2.207, -2.970, -1.786], [-5.933, -1.097, 1.226], [0.649, 2.286, -1.669], [1.106, 1.745, 3.467], [-1.653, 1.524, 4.065], [0.635, -3.966, 2.394], [-5.989, -2.412, 3.277], [0.388, 1.515, -5.082], [2.073, 4.179, 3.876], [2.891, 3.688, 1.210], [-0.080, -1.112, 1.694], [4.619, 3.537, -1.595], [-4.042, -0.025, 1.388], [-2.379, 2.581, 1.821], [4.986, 2.302, 0.477], [-3.442, 3.053, 3.104], [5.302, 1.096, -0.827], [-5.107, -2.603, 1.007], [2.204, -1.472, 1.395], [-2.915, -3.135, -1.069], [-1.993, -5.862, 0.620], [3.710, 1.057, 0.059], [3.315, -1.128, -3.597], [-2.002, 0.411, 2.668], [-2.273, 0.634, -0.615], [1.519, -1.731, -0.628], [-1.344, -3.836, -1.100], [1.489, -0.039, -2.581], [1.980, 4.105, -5.222], [4.066, -2.257, -1.104], [-0.183, 1.466, 0.472], [-1.284, -0.395, -1.667], [-3.213, 0.566, 4.032], [0.780, 0.474, -0.627], [0.339, 2.911, 2.396], [-1.785, -3.174, 1.227], [0.671, -1.558, -3.000], [0.353, 4.009, -4.710], [3.178, 2.907, 3.683], [0.546, -3.303, 0.717], [2.411, 4.032, -1.167], [2.414, 2.572, -3.511], [2.238, 0.556, -5.076], [-3.014, -5.092, -2.078], [3.672, 2.227, -2.242], [-4.610, 2.054, 1.254], [-3.351, -3.974, 1.260], [2.167, -2.091, 3.075], [-2.151, -1.092, 0.710], [-5.166, -0.883, 3.522]], "forces_ev_per_a": [[-0.30, 0.39, -0.50], [0.15, 0.70, -0.43], [-0.14, 0.13, 0.22], [-0.44, -0.23, -0.86], [-1.24, 0.71, 1.27], [-1.18, 0.68, 0.64], [-0.72, -0.55, 0.51], [1.03, -0.37, -0.66], [0.55, 0.04, 1.14], [-0.11, 0.82, -0.46], [-0.06, -1.36, 0.59], [0.07, 0.73, 0.14], [0.45, -0.85, -0.17], [-0.02, 0.25, 0.60], [-0.36, 1.35, 0.74], [-0.34, 0.36, -0.46], [0.26, 0.60, 0.41], [0.96, -0.21, -0.96], [-0.56, 0.41, -2.12], [0.55, -0.18, -0.79], [1.26, 0.21, 1.08], [0.34, -1.25, -0.10], [-0.63, 1.08, -0.53], [0.85, 0.54, 0.35], [-1.36, 1.08, -0.59], [0.25, -1.79, 0.65], [0.06, -0.42, -1.67], [-0.16, -1.05, 0.55], [-0.18, -0.34, 1.03], [0.47, -1.23, -0.74], [1.75, -0.07, -0.82], [-0.35, 0.43, 0.00], [-0.11, -0.18, 0.31], [-0.50, -0.06, 0.07], [0.37, -0.42, 0.74], [-0.09, 0.40, 0.53], [-0.31, 0.31, -0.14], [-0.25, 0.37, -0.30], [0.01, 0.14, -0.29], [-0.57, -0.57, -0.64], [0.28, 0.66, -0.72], [0.15, -0.38, 0.27], [-0.11, 0.14, -0.50], [-0.45, 0.09, -0.36], [-0.17, -0.29, -0.14], [-0.13, 0.03, -0.47], [-0.21, -0.16, 0.39], [0.73, -0.93, -0.36], [0.01, -0.10, -0.44], [0.05, -0.44, 0.22], [-0.36, 0.40, 0.57], [-0.03, -0.04, 0.13], [0.11, -0.06, 0.04], [0.40, -0.45, 0.23], [-0.29, 0.14, 0.56], [0.37, -0.02, 0.67], [0.96, 0.45, -0.25], [0.00, -0.09, -0.49], [0.25, -0.42, 0.29], [0.27, -0.23, 0.07], [0.02, -0.17, -0.10], [0.12, 0.02, 0.75], [0.13, -0.87, 0.31], [-0.09, -0.29, 0.16], [-0.34, 0.86, 0.08], [-0.04, 0.40, 0.83], [0.03, 0.11, 0.31], [0.86, 0.55, -0.75], [-0.29, -0.03, 0.50], [-0.36, 0.69, 0.03], [-0.02, -0.12, 0.22], [-0.49, -0.16, 0.18], [-1.30, 0.24, 0.17], [-0.59, -0.11, -0.66], [0.27, 0.04, 0.44], [0.03, -0.19, -0.04], [0.01, -0.04, -0.10], [0.46, 0.99, -0.36], [0.09, -0.31, 0.58], [-0.23, -0.22, -0.13], [0.01, 0.08, 0.07], [-0.40, -0.06, -0.03], [0.10, -0.09, -0.16], [0.46, 0.16, -0.40], [0.32, -0.42, 0.04]], "mulliken_charge": [-0.615, -0.687, -0.352, -0.568, -0.496, -0.496, 0.288, -0.497, -0.657, -0.553, -0.595, -0.552, -0.470, -0.344, -0.493, -0.686, 0.103, 0.227, 0.355, -0.492, -0.352, -0.325, -1.015, 0.309, -0.879, -0.364, -0.104, -0.741, 0.056, 1.426, -0.560, 0.436, -0.115, 0.344, 0.257, 0.488, 0.399, 0.258, 0.297, 0.332, 0.270, 0.404, 0.236, 0.326, 0.366, 0.182, 0.389, 0.161, 0.231, 0.373, 0.416, 0.376, 0.410, -0.194, 0.348, 0.383, -0.073, 0.389, -0.094, 0.256, -0.551, 0.154, -0.093, 0.272, 0.308, -0.512, 0.144, 0.260, -0.439, 0.141, -0.350, 0.266, 0.443, 0.218, -0.147, 0.247, 0.171, 0.317, 0.312, -0.025, 0.252, 0.151, 0.407, 0.048, 0.285], "gap_ev": 9.77, "largest_force_ha_per_bohr": 0.0435, "e_homo_ev": -9.4}